12
Properties=species:S:1:pos:R:3:nbo_charge:R:1 method="wB97M-V/def2-TZVPD" energy_ha=-194.298332 homo_energy_ev=-10.3 e_lumo_ha=0.034 total_charge=0 smiles="C=O.CC" de_lowest_kj_mol=98.76 homo_lumo_gap_ha=0.4109
C 1.86065 5.28115 -3.76053 0.2751
O 1.12481 4.67659 -4.48817 -0.4887
H 1.40377 6.02251 -3.09365 0.1029
H 2.95923 5.20824 -3.75554 0.1107
C -0.32245 -3.04978 2.12226 -0.6029
C -1.51365 -2.25204 1.66954 -0.6031
H -0.57452 -4.05686 2.40451 0.2033
H 0.17048 -2.53996 2.95587 0.1998
H 0.42955 -3.11710 1.33932 0.2001
H -1.91789 -2.65200 0.74606 0.1995
H -2.32827 -2.30557 2.39717 0.2005
H -1.29170 -1.21519 1.46317 0.2027

---

12
Properties=species:S:1:pos:R:3:nbo_charge:R:1 method="wB97M-V/def2-TZVPD" energy_ha=-194.234544 homo_energy_ev=-10.0 e_lumo_ha=0.034 total_charge=0 smiles="[H][H].C=C.C=O" de_lowest_kj_mol=266.24 homo_lumo_gap_ha=0.4013
H 1.24425 -0.17238 0.83014 0.0173
H 1.47096 0.15733 1.45929 -0.0187
C 0.39488 -1.43124 -0.93386 -0.4189
C -0.34521 -0.50724 -1.53647 -0.3677
H 1.46625 -1.51144 -1.10480 0.1941
H -0.03879 -2.13960 -0.23133 0.1977
H -1.41004 -0.41549 -1.34849 0.2105
H 0.09092 0.21630 -2.22149 0.1909
C -0.71455 1.45407 1.27460 0.2839
O -1.64237 1.07459 0.60780 -0.5103
H 0.06299 2.13450 0.87680 0.1114
H -0.57929 1.14059 2.32782 0.1099

---

12
Properties=species:S:1:pos:R:3:nbo_charge:R:1 method="wB97M-V/def2-TZVPD" energy_ha=-194.289947 homo_energy_ev=-10.3 e_lumo_ha=0.030 total_charge=0 smiles="C=O.CC" de_lowest_kj_mol=120.77 homo_lumo_gap_ha=0.4081
C -1.28189 1.20720 -1.92814 0.2830
O -1.36214 2.13509 -1.17297 -0.4864
H -0.52651 0.39367 -1.87741 0.1032
H -1.89192 1.17428 -2.82470 0.1011
C 0.23695 -0.16195 1.45588 -0.6159
C 1.00744 -0.97549 0.41364 -0.6161
H 0.89986 0.57217 1.97874 0.2064
H -0.03936 -0.80039 2.29311 0.2036
H -0.66373 0.29006 1.07433 0.2128
H 2.05125 -1.01649 0.73494 0.2106
H 0.74115 -2.05579 0.47850 0.1998
H 0.82891 -0.76236 -0.62591 0.1980

---

12
Properties=species:S:1:pos:R:3:nbo_charge:R:1 method="wB97M-V/def2-TZVPD" energy_ha=-194.314408 homo_energy_ev=-9.8 e_lumo_ha=0.042 total_charge=0 smiles=CCOC de_lowest_kj_mol=56.55 homo_lumo_gap_ha=0.4011
C 0.20898 -0.31595 -1.47610 -0.6371
C -0.30588 0.69519 -0.45903 -0.0622
O -0.92509 0.07920 0.65125 -0.5387
C -0.02823 -0.28052 1.66961 -0.2493
H 0.60524 0.19744 -2.35935 0.2112
H 1.00806 -0.94058 -1.06252 0.2032
H -0.60688 -0.97223 -1.79464 0.2131
H -1.07202 1.32814 -0.91958 0.1835
H 0.50961 1.35676 -0.12381 0.1587
H 0.77995 -0.93594 1.31123 0.1615
H 0.42796 0.60801 2.13492 0.1624
H -0.60170 -0.81952 2.42803 0.1938

---

13
Properties=species:S:1:pos:R:3:nbo_charge:R:1 method="wB97M-V/def2-TZVPD" energy_ha=-269.486138 homo_energy_ev="0.9 / -2.8" spin_multiplicity=2 e_lumo_ha="0.093 / 0.089" total_charge=-1 de_lowest_kj_mol=101.56 homo_lumo_gap_ha="0.0584 / 0.1926"
C -4.16138 1.25062 1.56447 -0.2771
O -4.48413 1.90610 2.81455 -0.7261
H -3.27125 1.72181 1.16021 0.1864
H -4.99537 1.26832 0.87053 0.1618
H -3.90889 0.21935 1.81368 0.1690
H -5.43671 1.89269 2.83687 0.4556
O 4.51067 -0.89014 -1.37005 -0.7898
C 3.45393 -1.55510 -1.55715 0.0193
C 2.07216 -0.94594 -1.84800 -0.7308
H 3.51840 -2.65597 -1.61694 0.0395
H 1.48144 -0.43394 -1.05754 0.1474
H 2.18138 -0.28270 -2.71384 0.1623
H 1.49583 -1.88940 -1.87696 0.1827

---

13
Properties=species:S:1:pos:R:3:nbo_charge:R:1 method="wB97M-V/def2-TZVPD" energy_ha=-269.576806 homo_energy_ev=-11.2 e_lumo_ha=0.030 total_charge=0 smiles="O=CO.CC" de_lowest_kj_mol=47.47 homo_lumo_gap_ha=0.4398
O 1.69561 1.81706 -0.73681 -0.5744
C 0.64422 2.37624 -0.77706 0.6392
O 0.17039 3.04439 0.31457 -0.6802
H -0.04050 2.39984 -1.62441 0.1265
H 0.92379 2.96801 0.91182 0.4889
C -1.66708 -3.73304 0.27091 -0.6095
C -0.51457 -2.82191 0.64617 -0.6117
H -2.63142 -3.28555 0.49747 0.2046
H -1.64196 -4.73197 0.70015 0.2067
H -1.66332 -3.87731 -0.81679 0.1999
H -0.38583 -2.81543 1.73404 0.1990
H 0.47473 -3.10330 0.28329 0.2059
H -0.62269 -1.76861 0.38518 0.2050

---

13
Properties=species:S:1:pos:R:3:nbo_charge:R:1 method="wB97M-V/def2-TZVPD" energy_ha=-269.524621 homo_energy_ev=-10.1 e_lumo_ha=0.039 total_charge=0 smiles=COCOC de_lowest_kj_mol=184.49 homo_lumo_gap_ha=0.4085
C -2.15042 -0.47289 -0.06233 -0.2698
O -1.35520 0.63080 -0.46678 -0.5187
C -0.06182 0.62155 0.05488 0.2318
O 0.79931 -0.41846 -0.49785 -0.5565
C 2.09979 -0.11905 -0.09178 -0.2637
H -1.66452 -1.48897 -0.22703 0.1904
H -2.49144 -0.42287 1.02892 0.1648
H -3.08011 -0.35464 -0.61427 0.1977
H -0.00642 0.47104 1.12197 0.1405
H 0.41989 1.55942 -0.31880 0.1620
H 2.88542 -0.69543 -0.60952 0.2015
H 2.21559 -0.30365 0.99800 0.1638
H 2.38996 0.99315 -0.31542 0.1563

---

13
Properties=species:S:1:pos:R:3:nbo_charge:R:1 method="wB97M-V/def2-TZVPD" energy_ha=-269.342246 homo_energy_ev=-7.8 e_lumo_ha=0.033 total_charge=0 de_lowest_kj_mol=663.31 homo_lumo_gap_ha=0.3201
C -1.29020 -0.01680 0.28735 -0.4962
C 0.00376 -0.47729 0.64433 0.1346
C 1.16903 0.44680 0.73716 -0.6921
O -0.18381 -0.94402 -1.35958 -0.5128
O 0.31437 0.21161 -2.08823 -0.5448
H 0.17306 -0.08709 -2.99682 0.4620
H -2.08097 -0.71908 0.05484 0.2535
H -1.37459 0.99341 -0.09614 0.2427
H 0.07162 -1.45276 1.11508 0.2182
H -1.22068 -0.00840 1.55228 0.1875
H 1.78536 0.25990 -0.15179 0.2925
H 0.88337 1.49776 0.65425 0.2293
H 1.74967 0.29595 1.64729 0.2255